Density functional theory data (wB97M-V/def2-TZVPD) for a molecular structure, C20H46OP4Tl in a non-equilibrium geometry.

Geometry as XYZ:
```
72
Properties=species:S:1:pos:R:3:lowdin_charge:R:1
Tl 0.0193 -0.1176 -0.8581 0.725
P -1.0900 1.7043 2.2034 0.720
P 1.2085 -1.0955 2.5291 0.835
P 1.7516 -2.5165 -1.1120 0.674
P -1.4453 -1.8622 1.0208 0.668
O -1.6656 3.4177 -1.9013 0.041
C -0.7626 2.7098 -2.4224 -0.442
C -2.4843 3.4852 -4.0984 0.141
C 0.7138 -0.6900 4.2599 -0.243
C 1.6831 2.4733 -2.7639 -0.001
C 3.4768 -1.8753 -1.2102 -0.268
C 0.5745 3.4318 -2.6222 -0.075
C 2.7736 -0.1357 2.4743 -0.228
C -2.0648 -2.3944 -0.6364 -0.299
C 1.9347 -2.7504 2.8591 -0.240
C 0.1528 2.9808 2.6627 -0.292
C 2.0156 -4.2901 -0.7297 -0.242
C -2.0184 1.6958 3.8044 -0.268
C -1.4684 4.2601 -4.5299 0.147
C 0.1518 0.8581 -3.7660 -0.110
C -3.0028 -1.1812 1.6929 -0.251
C -1.3793 -3.4818 1.8470 -0.248
C -0.9240 1.4421 -3.1159 -0.178
C 1.3667 -2.5764 -2.8940 -0.289
C 1.4629 1.3432 -3.5366 -0.094
C -2.2291 2.7689 1.2598 -0.289
H 0.5309 4.2880 -1.9206 0.165
H 1.0710 -4.6981 -0.3253 0.040
H -0.5667 -4.0880 1.4286 0.043
H -0.0299 0.0297 -4.4644 0.144
H 3.4393 -0.4882 3.2745 0.077
H 2.2976 0.7751 -3.9459 0.127
H 1.3888 -1.1913 4.9676 0.077
H -1.9599 2.8353 0.1937 0.001
H -1.2271 -3.3445 2.9235 0.053
H -1.9381 1.0949 -3.3294 0.123
H 0.3036 -2.7802 -3.0475 0.043
H 1.9439 -3.4062 -3.3102 0.061
H 1.1906 -3.3893 3.3483 0.053
H -2.5645 2.4620 -4.4817 0.113
H -0.3087 -1.0489 4.4284 0.046
H -1.1770 5.1969 -4.0286 0.140
H -2.1928 3.7781 1.6884 0.060
H 2.2631 -3.2298 1.9275 0.022
H -3.3825 3.8734 -3.6054 0.148
H -0.9824 4.0844 -5.4983 0.142
H 3.9916 -2.3287 -2.0727 0.069
H -2.9973 1.2189 3.6604 0.041
H -3.0769 -2.7997 -0.5095 0.073
H 0.8486 2.5867 3.4166 0.031
H 4.0175 -2.1356 -0.2872 0.049
H 0.4679 3.9027 -3.6212 0.134
H 2.6775 2.8391 -2.5062 0.138
H -2.3453 -3.9731 1.6722 0.074
H -3.8047 -1.8894 1.4348 0.071
H 0.7509 0.3938 4.4308 0.037
H 2.7948 -2.6078 3.5269 0.071
H -3.2130 -0.1988 1.2469 0.038
H -0.3792 3.8539 3.0644 0.056
H 1.6278 -1.6479 -3.4159 0.029
H -2.9140 -1.0937 2.7842 0.054
H -1.4542 1.1302 4.5568 0.026
H 2.8358 -4.4039 0.0001 0.056
H -3.2499 2.3763 1.3625 0.052
H -2.1394 -1.5431 -1.3308 0.003
H -2.1641 2.7266 4.1612 0.065
H 0.7224 3.2733 1.7706 0.039
H 3.4713 -0.7771 -1.3247 0.036
H 2.2654 -4.7598 -1.6945 0.061
H 3.2646 -0.2791 1.5031 0.037
H 2.5620 0.9318 2.6140 0.044
H -1.4102 -3.1526 -1.0825 0.044
```

Calculated values
Total charge = +3
Gap between HOMO and LUMO (alpha / beta) = 3.78 / 5.03 eV
Total energy = -65350.998 eV
HOMO level (alpha / beta) = -16.033 / -15.969 eV
Relative energy (zero: lowest compared OMol25 entry of this formula, charge and spin) = 28.48 kcal per mole